a:
{
  "formula": "C4H9N4",
  "method": "wB97M-V/def2-TZVPD",
  "smiles": "C1C[C@H]2[NH2+][C@@H]1n1[nH]n12",
  "total_charge": 1,
  "orbital_gap_ev": 10.55,
  "elements": ["C", "C", "C", "N", "C", "N", "N", "N", "H", "H", "H", "H", "H", "H", "H", "H", "H"],
  "xyz": [[1.111, -0.960, 0.580], [0.987, 0.516, 1.073], [-0.220, 1.029, 0.215], [0.080, 0.336, -1.086], [-0.085, -1.047, -0.489], [-1.290, -0.895, 0.339], [-2.468, 0.064, -0.151], [-1.433, 0.464, 0.672], [2.085, -1.060, 0.164], [0.987, -1.731, 1.377], [0.668, 0.706, 2.127], [1.848, 1.072, 0.613], [-0.380, 2.193, 0.309], [-0.434, 0.552, -1.886], [1.008, 0.539, -1.358], [0.053, -1.852, -1.290], [-2.516, 0.074, -1.209]]
}

=====

b:
{
  "formula": "C4H9N4",
  "method": "wB97M-V/def2-TZVPD",
  "total_charge": 1,
  "orbital_gap_ev": [7.58, 6.02],
  "elements": ["C", "C", "C", "C", "N", "N", "N", "N", "H", "H", "H", "H", "H", "H", "H", "H", "H"],
  "xyz": [[-4.913, -0.003, 0.192], [-3.751, 0.521, 0.516], [3.213, -0.370, -0.391], [2.278, 0.781, -0.328], [0.287, 0.707, 0.926], [-2.738, 0.698, -0.367], [-1.739, 0.605, -0.830], [1.444, 0.715, 0.834], [-5.685, 0.045, 0.982], [-5.269, -0.425, -0.786], [-3.533, 0.638, 1.585], [4.135, -0.263, -0.885], [3.544, -0.576, 0.669], [2.849, -1.373, -0.668], [1.843, 0.802, -1.312], [2.713, 1.792, -0.040], [-0.475, 0.505, 0.054]]
}

=====

The structure with the most favorable energy is a; the runner-up is 64.4 kJ/mol above it.

=====

a:
{
  "formula": "C4H9N4",
  "method": "wB97M-V/def2-TZVPD",
  "total_charge": 1,
  "orbital_gap_ev": 9.09,
  "elements": ["C", "C", "C", "C", "N", "N", "N", "N", "H", "H", "H", "H", "H", "H", "H", "H", "H"],
  "xyz": [[1.127, 1.705, 0.109], [2.189, 0.936, -0.011], [0.656, -1.151, -0.339], [3.103, -0.050, 0.019], [-0.091, 1.073, -0.146], [-0.125, -0.157, -0.313], [1.009, -2.390, -0.416], [-2.432, 2.032, 0.013], [1.204, 2.734, 0.423], [3.743, -0.177, -0.835], [3.190, -0.505, 0.961], [-0.951, 1.638, 0.053], [1.202, -2.817, -1.299], [0.773, -3.121, 0.205], [-2.886, 1.956, 0.935], [-3.006, 1.516, -0.637], [-2.004, 2.942, -0.172]]
}

=====

b:
{
  "formula": "C4H9N4",
  "method": "wB97M-V/def2-TZVPD",
  "total_charge": 1,
  "orbital_gap_ev": [8.57, 7.41],
  "elements": ["C", "C", "C", "C", "N", "N", "N", "N", "H", "H", "H", "H", "H", "H", "H", "H", "H"],
  "xyz": [[1.802, 0.933, -0.143], [-0.736, -0.173, -0.218], [-2.129, -0.724, -0.005], [2.104, -0.038, 1.954], [0.054, -0.322, 0.727], [-0.397, 0.253, -1.448], [1.315, 0.222, 0.771], [-1.064, 0.543, -2.544], [2.925, 1.098, -0.268], [-2.969, 0.032, -0.160], [-2.458, -1.589, -0.567], [-2.281, -0.936, 1.056], [1.744, 0.796, 2.676], [1.699, -0.925, 2.347], [3.177, 0.055, 1.706], [-2.057, 0.813, -2.491], [-0.730, -0.037, -3.393]]
}

=====

The structure with the most favorable energy is a; the runner-up is 172.0 kJ/mol above it.

=====

a:
{
  "formula": "C4H2Br2O",
  "method": "wB97M-V/def2-TZVPD",
  "orbital_gap_ev": [7.41, 7.40],
  "elements": ["C", "C", "C", "C", "O", "Br", "Br", "H", "H"],
  "xyz": [[-1.195, -0.958, -0.389], [-0.068, -0.509, 0.047], [1.550, 0.110, 1.697], [-0.514, 0.086, -1.224], [2.328, -0.737, 1.880], [1.295, 1.840, 2.174], [-1.445, 1.873, -1.397], [-2.003, -1.610, -0.735], [0.053, -0.095, -2.053]]
}

=====

b:
{
  "formula": "C4H2Br2O",
  "method": "wB97M-V/def2-TZVPD",
  "orbital_gap_ev": [6.91, 8.41],
  "elements": ["C", "C", "C", "C", "O", "Br", "Br", "H", "H"],
  "xyz": [[1.220, 0.147, 0.236], [1.580, -0.936, -0.385], [-1.108, 0.715, -0.373], [-0.248, 0.078, 0.508], [-1.053, 1.221, -1.443], [1.242, -2.610, -0.905], [-2.850, 0.948, 0.701], [1.814, 1.030, 0.392], [-0.598, -0.594, 1.271]]
}

=====

The structure with the most favorable energy is b; the runner-up is 151.5 kJ/mol above it.